[1]
A structure of composition CHBrN4 at a distorted geometry, computed with ωB97M-V with the def2-TZVPD basis set.

```
7
Properties=species:S:1:pos:R:3:forces:R:3
C -0.427 0.443 -0.369 -0.1 0.1 0.0
N -1.514 -0.107 0.103 -0.4 1.2 -1.0
N 0.657 -0.191 0.107 0.8 1.7 -1.4
N -1.085 -1.112 0.872 -1.1 -0.6 0.3
N 0.131 -1.239 0.912 3.4 -0.7 0.9
Br 2.667 0.950 -0.566 -2.9 -2.0 1.2
H -0.429 1.256 -1.059 0.2 0.3 -0.1
```
Positions in Å, forces in eV/Å.

Values from the calculation:
Kohn-Sham gap (alpha / beta): 6.7726 / 6.7904 eV
2S+1: 1


[2]
A structure of composition C4H6OYb at a distorted geometry, computed with ωB97M-V with the def2-TZVPD basis set.

```
12
Properties=species:S:1:pos:R:3:forces:R:3
H -1.240 0.714 -1.208 -0.6 -0.1 0.8
C 1.634 1.212 -0.778 -0.2 -0.8 -1.0
C 0.427 0.834 -0.595 0.5 0.1 2.4
C -0.843 0.424 -0.145 -0.4 0.7 -2.8
C -1.043 -1.074 0.157 0.3 1.0 0.1
O 0.097 -1.366 0.864 1.3 -1.2 2.7
Yb 0.980 -1.632 2.829 -0.6 -0.2 -1.5
H 2.130 1.083 -1.748 -0.1 0.5 0.1
H 2.257 1.467 0.088 -0.3 0.0 -0.2
H -1.309 1.135 0.552 0.1 0.2 -0.4
H -1.138 -1.631 -0.790 0.0 0.0 0.4
H -1.953 -1.167 0.773 0.1 -0.1 -0.5
```
Positions in Å, forces in eV/Å.

Values from the calculation:
Kohn-Sham gap: 8.1449 eV
total charge: +2
2S+1: 1


[3]
The molecule C4H7NO, computed with ωB97M-V with the def2-TZVPD basis set.

```
13
Properties=species:S:1:pos:R:3:forces:R:3
O -2.224 -0.047 1.263 0.1 0.4 -0.4
C -1.691 0.488 0.321 -0.1 -0.2 0.3
C -0.302 1.085 0.360 -0.1 0.1 0.2
N 0.493 0.365 -0.642 0.0 0.2 0.0
C 1.588 -0.456 -0.150 0.3 0.1 0.1
C 0.340 -1.087 -0.622 -0.1 -0.3 -0.1
H -0.314 -1.508 0.137 0.1 -0.1 -0.1
H -2.156 0.479 -0.688 0.0 0.1 0.2
H 0.095 1.011 1.383 -0.1 -0.1 -0.2
H -0.345 2.145 0.083 0.0 -0.1 0.0
H 1.770 -0.462 0.925 0.0 0.0 -0.2
H 2.479 -0.463 -0.771 -0.1 0.0 0.1
H 0.268 -1.552 -1.599 0.1 0.0 0.1
```
Positions in Å, forces in eV/Å.

Values from the calculation:
Kohn-Sham gap: 10.5350 eV
2S+1: 1


[4]
The molecule C5H12O, computed with ωB97M-V with the def2-TZVPD basis set.

```
18
Properties=species:S:1:pos:R:3:forces:R:3
C -0.954 0.980 -1.120 0.0 0.2 0.0
C -0.640 -0.430 -0.577 0.0 0.0 -0.1
C -1.826 -1.007 0.194 0.0 0.0 0.0
C 0.636 -0.401 0.270 0.1 0.0 0.0
C 1.860 0.057 -0.527 -0.1 -0.2 -0.2
O 2.511 1.081 0.213 0.2 0.2 0.0
H -0.633 1.110 -2.158 -0.1 0.0 0.1
H -0.443 1.758 -0.534 -0.2 -0.2 -0.1
H -2.029 1.191 -1.079 0.2 -0.1 -0.1
H -0.450 -1.097 -1.431 -0.1 0.1 0.1
H -2.089 -0.382 1.057 0.1 -0.1 -0.1
H -1.611 -2.017 0.562 0.0 0.1 0.0
H -2.707 -1.069 -0.455 0.1 0.0 0.1
H 0.515 0.315 1.092 -0.1 -0.1 -0.1
H 0.821 -1.380 0.728 0.0 0.1 -0.1
H 1.542 0.447 -1.505 0.1 0.0 0.1
H 2.550 -0.780 -0.723 -0.1 0.1 0.1
H 3.216 1.453 -0.331 -0.1 -0.1 0.1
```
Positions in Å, forces in eV/Å.

Values from the calculation:
Kohn-Sham gap: 11.2100 eV
2S+1: 1


ΔE to the lowest compared entry with this formula, charge and spin? In order: 46.11, 0.00, 59.14, 10.51 kcal/mol.